(1)
The following is a quantum chemistry calculation of a structure of composition C51H54FN9O3S2, from OMol25.

Each line ends with the Löwdin charge.
Positions of all 120 atoms, in Å:
C: 0.560 -2.796 3.019  0.133
C: 0.517 -2.338 1.921  -0.129
C: 0.518 -1.871 0.542  -0.124
C: 1.855 -2.034 -0.151  -0.103
C: 2.761 -0.916 -0.077  -0.102
C: 2.384 0.355 0.647  -0.111
C: 1.439 1.319 -0.111  -0.172
C: 1.072 0.940 -1.541  -0.206
C: 0.311 2.075 -2.236  -0.220
S: -1.415 2.162 -1.844  0.568
O: -1.967 3.242 -2.619  -0.292
O: -1.595 2.283 -0.431  -0.265
O: -2.060 0.825 -2.384  -0.141
C: 3.995 -0.973 -0.668  -0.173
F: 4.842 0.072 -0.626  0.071
C: 4.413 -2.125 -1.379  -0.302
N: 5.568 -2.325 -2.006  -0.207
S: 5.449 -3.808 -2.641  1.026
N: 3.997 -4.223 -2.144  -0.242
C: 3.491 -3.203 -1.433  -0.282
C: 2.194 -3.179 -0.814  -0.093
C: 1.361 -4.428 -1.011  -0.119
C: 0.692 -5.038 0.231  -0.170
C: -0.835 -4.868 0.308  -0.189
C: -1.577 -6.191 0.167  -0.142
N: -3.012 -5.999 0.309  -0.129
C: -3.777 -5.290 -0.567  -0.119
C: -5.085 -5.276 -0.130  -0.093
C: -5.099 -6.011 1.086  -0.106
C: -3.817 -6.442 1.327  -0.101
H: 0.404 -3.001 4.048  0.035
H: -0.289 -2.299 -0.047  0.121
H: 0.302 -0.806 0.600  0.102
H: 1.933 0.067 1.594  0.116
H: 3.282 0.897 0.906  0.105
H: 1.883 2.312 -0.125  0.119
H: 0.518 1.420 0.458  0.098
H: 1.981 0.746 -2.106  0.122
H: 0.460 0.041 -1.599  0.109
H: 0.345 1.912 -3.309  0.109
H: 0.710 3.044 -1.963  0.115
H: -2.469 1.031 -3.238  0.106
H: 2.055 -5.168 -1.389  0.092
H: 0.651 -4.269 -1.822  0.128
H: 0.868 -6.112 0.163  0.105
H: 1.191 -4.717 1.137  0.098
H: -1.174 -4.370 1.213  0.109
H: -1.150 -4.237 -0.521  0.092
H: -1.243 -6.922 0.896  0.126
H: -1.424 -6.597 -0.832  0.130
H: -3.414 -4.816 -1.462  0.113
H: -5.906 -4.785 -0.617  0.088
H: -5.996 -6.160 1.658  0.087
H: -3.463 -7.028 2.154  0.108
N: 6.499 0.340 3.382  0.061
C: 6.340 0.070 2.088  -0.145
C: 7.365 0.136 1.155  -0.063
C: 8.625 0.508 1.593  -0.075
C: 8.808 0.797 2.936  -0.092
C: 7.716 0.696 3.785  -0.174
H: 5.338 -0.215 1.791  0.088
H: 7.179 -0.097 0.116  0.093
H: 9.453 0.574 0.898  0.105
H: 9.776 1.094 3.318  0.104
H: 7.813 0.911 4.844  0.108
N: 5.966 5.219 4.302  0.051
C: 6.533 6.418 4.421  -0.163
C: 7.867 6.670 4.139  -0.077
C: 8.659 5.616 3.711  -0.079
C: 8.086 4.362 3.582  -0.066
C: 6.740 4.217 3.888  -0.150
H: 5.879 7.214 4.760  0.100
H: 8.273 7.666 4.251  0.098
H: 9.706 5.767 3.478  0.087
H: 8.668 3.513 3.253  0.079
H: 6.251 3.252 3.800  0.092
N: 11.787 5.575 1.555  0.049
C: 11.410 5.251 0.320  -0.155
C: 11.805 5.946 -0.813  -0.073
C: 12.636 7.043 -0.655  -0.081
C: 13.037 7.396 0.623  -0.074
C: 12.587 6.631 1.689  -0.157
H: 10.757 4.389 0.240  0.101
H: 11.468 5.635 -1.792  0.101
H: 12.966 7.613 -1.513  0.105
H: 13.685 8.245 0.793  0.101
H: 12.880 6.873 2.705  0.103
N: -8.464 -0.651 -3.271  0.056
C: -8.211 0.495 -2.631  -0.153
C: -9.139 1.522 -2.521  -0.082
C: -10.387 1.352 -3.098  -0.085
C: -10.662 0.167 -3.761  -0.093
C: -9.669 -0.798 -3.818  -0.175
H: -7.225 0.596 -2.193  0.074
H: -8.882 2.431 -1.996  0.090
H: -11.135 2.133 -3.032  0.102
H: -11.624 -0.007 -4.225  0.096
H: -9.842 -1.743 -4.324  0.102
N: -6.614 1.789 -0.434  0.046
C: -5.354 2.209 -0.322  -0.126
C: -4.874 2.930 0.760  -0.057
C: -5.752 3.231 1.788  -0.074
C: -7.066 2.801 1.692  -0.070
C: -7.443 2.087 0.565  -0.153
H: -4.696 1.951 -1.144  0.098
H: -3.839 3.240 0.791  0.095
H: -5.418 3.792 2.651  0.106
H: -7.785 3.014 2.471  0.101
H: -8.462 1.732 0.451  0.102
N: -11.728 -5.269 -2.138  0.053
C: -12.816 -5.322 -2.902  -0.160
C: -13.556 -4.207 -3.266  -0.078
C: -13.143 -2.967 -2.806  -0.087
C: -12.014 -2.893 -2.008  -0.083
C: -11.344 -4.070 -1.706  -0.151
H: -13.106 -6.312 -3.238  0.101
H: -14.432 -4.310 -3.892  0.099
H: -13.694 -2.071 -3.066  0.102
H: -11.657 -1.945 -1.630  0.097
H: -10.452 -4.056 -1.089  0.104

As for the HOMO energy: -8.0 eV. For the LUMO energy, the calculation gives -0.028 hartree. Its net charge is 0.

---

(2)
The following is a quantum chemistry calculation of a cluster of 2 separate species, C51H59N5O5S in total, from OMol25.

Each line ends with the Löwdin charge.
Positions of all 121 atoms, in Å:
C: 6.822 1.485 -8.658  -0.044
C: 5.610 1.345 -7.771  -0.256
C: 4.831 2.464 -7.458  -0.027
C: 3.696 2.361 -6.649  -0.046
C: 3.333 1.122 -6.116  -0.264
S: 1.721 0.922 -5.292  0.789
N: 1.751 0.802 -3.357  0.038
C: 1.593 1.727 -2.567  -0.377
O: 1.458 2.704 -1.895  0.154
O: 0.925 2.103 -5.538  -0.299
O: 1.225 -0.390 -5.608  -0.292
C: 4.099 -0.008 -6.420  -0.046
C: 5.230 0.111 -7.229  -0.023
H: 7.345 0.529 -8.761  0.078
H: 6.553 1.837 -9.662  0.089
H: 7.531 2.214 -8.245  0.088
H: 5.123 3.436 -7.863  0.123
H: 3.091 3.243 -6.442  0.118
H: 3.806 -0.981 -6.029  0.120
H: 5.832 -0.772 -7.453  0.120
C: -3.615 0.315 -1.054  -0.053
C: -3.078 1.462 -1.896  -0.522
C: -2.211 0.887 -3.025  -0.035
C: -4.316 2.146 -2.501  -0.052
C: -2.252 2.533 -1.122  -0.081
C: -1.950 3.667 -1.886  -0.047
C: -1.477 4.827 -1.298  -0.054
C: -1.247 4.857 0.070  -0.030
C: -1.403 3.715 0.853  -0.069
C: -1.019 3.815 2.355  -0.526
C: -2.131 3.282 3.255  -0.044
C: -0.794 5.260 2.821  -0.082
C: 0.307 3.084 2.561  -0.041
C: -1.812 2.504 0.223  -0.047
N: -1.646 1.225 0.910  -0.001
C: -0.617 0.324 0.771  -0.225
C: 0.409 0.517 -0.120  -0.044
C: 1.681 -0.176 -0.035  -0.188
C: 2.478 -0.103 1.139  -0.009
C: 3.564 -0.942 1.304  0.014
C: 3.831 -1.890 0.294  -0.177
N: 4.334 -3.164 0.688  -0.330
O: 4.228 -4.103 -0.136  0.029
O: 4.769 -3.314 1.852  0.033
C: 3.226 -1.819 -0.969  0.008
C: 2.160 -0.964 -1.115  -0.049
N: -0.935 -0.754 1.598  0.140
C: -0.140 -1.935 1.896  -0.085
C: 0.577 -2.064 3.115  -0.086
C: 0.545 -1.194 4.411  -0.516
C: 0.031 -2.062 5.570  -0.035
C: -0.314 0.053 4.366  -0.044
C: 1.976 -0.736 4.735  -0.041
C: 1.462 -3.151 3.246  -0.039
C: 1.779 -3.968 2.179  -0.056
C: 1.058 -3.838 0.999  -0.026
C: -0.049 -2.985 0.936  -0.065
C: -1.078 -3.295 -0.194  -0.510
C: -0.920 -4.735 -0.717  -0.064
C: -0.826 -2.337 -1.350  -0.041
C: -2.520 -3.204 0.293  -0.034
C: -2.216 -0.485 2.103  -0.253
C: -3.032 -1.331 2.960  -0.155
C: -2.671 -2.605 3.471  -0.056
C: -3.560 -3.306 4.280  -0.076
C: -4.813 -2.766 4.587  -0.080
C: -5.187 -1.511 4.086  -0.070
C: -4.306 -0.801 3.274  -0.015
N: -2.657 0.689 1.686  0.138
H: -4.104 0.660 -0.139  0.083
H: -4.367 -0.226 -1.649  0.094
H: -2.838 -0.414 -0.803  0.058
H: -1.892 1.657 -3.743  0.081
H: -1.301 0.426 -2.615  0.070
H: -2.768 0.115 -3.577  0.096
H: -4.063 2.927 -3.225  0.076
H: -4.947 1.407 -3.011  0.087
H: -4.910 2.598 -1.697  0.097
H: -2.131 3.663 -2.963  0.112
H: -1.296 5.715 -1.900  0.110
H: -0.913 5.797 0.513  0.102
H: -2.376 2.240 3.069  0.047
H: -1.826 3.379 4.305  0.088
H: -3.048 3.865 3.093  0.096
H: 0.066 5.727 2.329  0.081
H: -1.689 5.872 2.654  0.091
H: -0.591 5.252 3.901  0.090
H: 1.127 3.645 2.086  0.100
H: 0.518 2.968 3.633  0.091
H: 0.289 2.100 2.082  0.044
H: 0.136 1.216 -0.891  0.073
H: 2.208 0.629 1.904  0.106
H: 4.170 -0.964 2.206  0.120
H: 3.552 -2.494 -1.755  0.124
H: 1.664 -0.890 -2.081  0.080
H: 0.666 -2.936 5.742  0.080
H: 0.005 -1.470 6.494  0.095
H: -0.985 -2.415 5.356  0.070
H: -0.071 0.683 3.503  0.062
H: -1.384 -0.183 4.367  0.081
H: -0.117 0.654 5.268  0.099
H: 2.412 -0.194 3.887  0.068
H: 1.965 -0.060 5.601  0.090
H: 2.636 -1.576 4.978  0.082
H: 1.973 -3.326 4.196  0.110
H: 2.525 -4.758 2.289  0.117
H: 1.332 -4.469 0.151  0.114
H: -0.929 -5.455 0.112  0.096
H: -1.769 -4.974 -1.373  0.089
H: -0.006 -4.869 -1.305  0.080
H: -0.795 -1.305 -0.985  0.049
H: 0.147 -2.544 -1.814  0.085
H: -1.613 -2.403 -2.116  0.099
H: -2.802 -2.184 0.560  0.060
H: -3.203 -3.540 -0.501  0.097
H: -2.660 -3.848 1.170  0.089
H: -1.712 -3.051 3.195  0.106
H: -3.260 -4.287 4.664  0.113
H: -5.503 -3.333 5.217  0.103
H: -6.161 -1.076 4.318  0.105
H: -4.565 0.172 2.848  0.113

The energy relative to the best compared isomer or geometry (same formula, charge and spin) is 85.42 kJ/mol. As for the HOMO energy: -6.8 eV. For the LUMO energy, the calculation gives -0.037 hartree. Its net charge is 0.